# C4H8I2OS

One molecule with the formula C4H8I2OS at a distorted geometry (ωB97M-V/def2-TZVPD, the OMol25 dataset).

Structure (XYZ):
```
16
Properties=species:S:1:pos:R:3:forces:R:3:mulliken_charge:R:1
I -2.991860 -2.570478 -0.461098 0.4 0.2 0.7 0.03
H -2.869834 -1.157866 1.855277 -0.3 0.2 -0.1 0.45
O 1.058904 -1.003147 1.089230 1.3 -0.9 1.2 -0.64
C -2.084668 -1.420786 1.164307 0.8 -0.7 -0.3 -1.01
H -1.180452 0.466891 1.417542 0.6 0.3 0.3 0.42
H -1.898429 0.282628 -0.161536 -0.2 0.0 -0.1 0.47
C 2.311338 0.903116 -1.167351 -0.4 -0.5 0.2 -0.96
I 2.819972 2.937073 -1.825131 -0.1 -1.0 0.2 0.01
H 3.007171 0.587363 -0.375895 -0.2 0.4 -0.4 0.43
C -1.337119 -0.235920 0.612525 -0.4 0.4 -1.2 -0.75
C 0.873401 0.926413 -0.631849 -0.4 0.2 -0.5 -0.71
H 2.388843 0.175340 -1.997369 0.1 0.8 0.2 0.42
H -1.355926 -2.018148 1.733948 -0.4 -0.3 -0.4 0.41
H 0.187468 1.324567 -1.390444 0.1 -0.2 0.1 0.50
S 0.286086 -0.738077 -0.120280 -1.0 0.9 -0.2 0.53
H 0.785106 1.541032 0.258122 0.1 0.1 0.2 0.40
```
Forces are in eV/Å.

## Properties
net charge = 0
LUMO = 0.075 eV
calculated total energy = -1225.98337 hartree